(1)
ORCA calculation (ωB97M-V/def2-TZVPD) on the molecule C6H10O in a non-equilibrium geometry.

XYZ file:
```
17
Properties=species:S:1:pos:R:3
C -1.6700 0.4888 1.1475
C -0.2650 1.0136 1.1831
O 0.1291 1.7435 2.0848
C 0.5298 0.9935 -0.2023
C 1.4406 -0.1515 0.3544
C 0.8232 -0.1605 -1.0892
C -0.1074 -1.2790 -1.4181
H -2.1635 0.7688 0.2153
H -1.6771 -0.5985 1.2447
H -2.2570 0.9248 1.9612
H 1.0753 1.9182 -0.3788
H 2.4966 0.0821 0.4290
H 1.1434 -1.0182 0.9343
H 1.5251 0.0080 -1.9062
H -0.9576 -1.3507 -0.7412
H -0.4896 -1.1474 -2.4358
H 0.4241 -2.2355 -1.3828
```

F_max ... 3.82 eV/Å
Calculated total energy ... -309.77603 a.u.
SMILES ... CC(=O)[C@H]1C[C@H]1C
Relative energy (zero: lowest compared OMol25 entry of this formula, charge and spin) ... 41.6 kcal per mole
Orbital gap ... 10.12 eV
HOMO ... -9.12 eV
Spin multiplicity ... 1
M ... 98.14 g/mol


(2)
ORCA calculation (ωB97M-V/def2-TZVPD) on a cluster of 8 separate species, C48H141N22O7P7 in total in a non-equilibrium geometry.

XYZ file:
```
225
Properties=species:S:1:pos:R:3
C 1.7490 -8.8868 0.5662
N 2.3002 -7.6211 0.9134
C 1.3941 -6.5502 1.1785
P 3.8879 -7.6539 1.4676
O 4.3231 -9.0785 1.5156
N 4.7480 -6.5655 0.5355
C 6.1236 -6.2739 0.9015
C 4.4271 -6.5131 -0.8581
N 4.1053 -6.9236 2.9733
C 3.8789 -7.7079 4.1952
C 4.1761 -5.5318 3.2666
H 1.2589 -8.7290 -0.4160
H 0.9836 -9.2829 1.2579
H 2.5664 -9.5866 0.4208
H 0.9326 -6.3583 0.2346
H 1.8490 -5.6082 1.5742
H 0.5643 -6.7766 1.8719
H 6.8023 -6.8896 0.2947
H 6.2734 -5.2301 0.6568
H 6.5615 -6.4126 1.9342
H 5.2283 -7.0509 -1.3737
H 3.4453 -6.9284 -1.1074
H 4.5582 -5.5063 -1.2271
H 2.9447 -7.4090 4.6627
H 4.0093 -8.7807 3.9884
H 4.6673 -7.3508 4.9085
H 4.8974 -5.4194 4.1963
H 3.2292 -5.1122 3.5716
H 4.4612 -4.8829 2.3968
C -4.0724 2.9688 5.3985
N -3.7557 3.1970 3.9940
C -4.1913 2.2417 3.0604
P -2.7989 4.5220 3.5024
O -3.0354 5.7287 4.3485
N -1.2820 3.8158 3.3812
C -0.9569 2.5568 4.1049
C -0.2000 4.6539 2.9252
N -3.1932 4.8871 1.9425
C -4.3432 5.6840 1.6290
C -2.6750 4.1794 0.8221
H -3.5935 3.6961 6.0664
H -3.6550 1.9888 5.6212
H -5.1301 2.9293 5.6523
H -3.4428 2.2697 2.2138
H -5.1761 2.4585 2.6931
H -4.1002 1.2599 3.4821
H -1.7171 1.7746 4.0024
H -0.0751 2.1733 3.6375
H -0.6617 2.7144 5.1491
H -0.6004 5.2494 2.0913
H 0.3708 5.2563 3.6417
H 0.5142 3.9824 2.4642
H -5.1848 5.0944 1.3449
H -4.6771 6.3149 2.5038
H -4.1055 6.4144 0.7848
H -2.3595 5.0338 0.1347
H -3.4483 3.5908 0.3924
H -1.8946 3.4702 1.0856
C -0.7027 2.5481 -8.6622
N -0.6869 1.1198 -8.1870
C -0.6976 0.1200 -9.2089
P -0.8455 0.6737 -6.5288
O -0.7717 1.8129 -5.5884
N -2.2246 -0.1019 -6.1871
C -2.5355 -1.4861 -6.6754
C -3.3182 0.5456 -5.4605
N 0.4342 -0.3139 -6.4164
C 1.7044 0.2312 -7.0490
C 0.5705 -1.2473 -5.2953
H -1.4137 2.6597 -9.4757
H 0.3028 2.8319 -9.0751
H -0.9089 3.1767 -7.7722
H -0.3641 -0.8375 -8.7714
H -0.0189 0.2082 -10.0945
H -1.7288 -0.0893 -9.5071
H -1.8319 -1.9892 -7.3195
H -2.6723 -2.1425 -5.8225
H -3.4980 -1.4936 -7.1761
H -4.2088 0.4962 -6.0839
H -3.5330 -0.0201 -4.5216
H -3.1557 1.5792 -5.2773
H 2.4989 0.2129 -6.3073
H 2.0013 -0.4475 -7.8081
H 1.5963 1.2603 -7.3802
H 0.3334 -2.2392 -5.5368
H -0.0874 -0.9046 -4.4879
H 1.6358 -1.1968 -4.9711
C -8.6493 -1.2618 -0.9489
N -7.4193 -1.0048 -1.6699
C -7.5927 -0.1213 -2.8353
P -6.0348 -1.5430 -0.9523
O -6.2604 -2.7575 -0.0899
N -4.9958 -1.6802 -2.2529
C -3.5468 -1.9854 -1.9071
C -5.4928 -2.6125 -3.3441
N -5.3417 -0.3171 -0.0537
C -4.6363 -0.5823 1.2592
C -5.4988 1.0518 -0.3433
H -8.4650 -1.8613 -0.0480
H -9.4032 -1.7721 -1.6093
H -9.1990 -0.3939 -0.6161
H -7.9297 0.8586 -2.5132
H -8.2926 -0.5209 -3.5423
H -6.7348 0.0605 -3.3979
H -2.9213 -1.4587 -2.6389
H -3.2570 -1.6618 -0.8943
H -3.3478 -3.0629 -1.9076
H -4.7663 -2.5083 -4.1501
H -5.6567 -3.6094 -2.9114
H -6.4148 -2.2763 -3.7787
H -4.8868 -1.5594 1.6227
H -3.5418 -0.4881 1.2259
H -4.8873 0.2037 2.0106
H -5.7053 1.6170 0.5997
H -6.3640 1.3187 -0.9924
H -4.6375 1.5559 -0.7534
C 3.1325 5.4215 1.6145
N 4.5513 5.0729 1.5464
C 5.1719 5.3407 0.2758
P 5.3010 3.9731 2.4960
O 6.6967 3.8129 2.0097
N 5.0646 4.4557 4.1218
C 5.4138 5.7767 4.5584
C 5.2861 3.4254 5.1535
N 4.5592 2.4837 2.5121
C 3.0615 2.3040 2.7691
C 5.0533 1.4712 1.5596
H 2.9359 6.4775 1.4492
H 2.8184 5.3527 2.7568
H 2.4682 4.8337 0.9798
H 4.9844 4.5733 -0.4467
H 6.2405 5.5212 0.4390
H 4.6572 6.1695 -0.1181
H 5.3777 6.4865 3.7271
H 4.7518 6.1729 5.3136
H 6.5126 5.9218 5.0406
H 6.3373 3.3334 5.3509
H 4.8342 3.8977 6.0835
H 4.8048 2.4938 4.9119
H 2.9656 1.2702 3.2413
H 2.6440 2.9969 3.4937
H 2.4675 2.4645 1.8911
H 6.1220 1.5198 1.5908
H 4.6982 1.7267 0.5779
H 4.6570 0.4071 1.7877
C 2.5477 -1.6901 4.1270
N 1.5977 -2.7014 4.5287
C 1.9242 -3.5136 5.7312
P 0.0303 -2.4429 4.0265
O 0.1063 -1.3817 3.0331
N -0.7468 -3.8250 3.5794
C -0.8906 -5.0960 4.3239
C -1.1211 -3.8970 2.1775
N -0.8614 -2.0138 5.4963
C -2.3349 -2.1115 5.5213
C -0.2525 -0.9514 6.1981
H 2.1539 -1.2675 3.2406
H 3.5199 -2.1503 3.9048
H 2.5755 -0.9121 4.8652
H 1.1886 -4.2760 5.9898
H 1.9820 -2.9671 6.7201
H 2.9072 -3.9940 5.5860
H 0.0896 -5.5403 4.4070
H -1.2691 -4.8551 5.2719
H -1.5477 -5.7615 3.8008
H -0.4425 -4.5147 1.6100
H -2.1086 -4.3345 2.0672
H -1.0619 -2.8702 1.7856
H -2.7754 -1.3735 4.8339
H -2.7225 -3.1474 5.3602
H -2.6032 -1.8723 6.5258
H -0.3865 -1.0031 7.2505
H -0.5355 0.0871 5.9888
H 0.8764 -0.8477 6.0000
C -0.9129 1.2377 -2.6982
N -1.0247 2.7185 -2.7493
C -2.4047 3.1463 -2.8042
P 0.1637 3.6537 -2.1637
O 0.2671 4.0082 -0.7286
N 1.5980 2.7856 -2.5449
C 1.8567 2.8345 -4.0302
C 2.7343 3.0759 -1.7503
N 0.0697 5.0721 -3.1704
C 0.4606 6.3751 -2.6033
C -0.3397 5.1648 -4.5801
H -1.4502 0.8521 -1.8797
H 0.1645 1.0350 -2.6602
H -1.2948 0.8946 -3.6725
H -3.0381 2.5653 -2.0493
H -2.7938 3.0417 -3.7336
H -2.4597 4.2484 -2.5660
H 2.4542 1.9397 -4.3173
H 0.9527 2.7365 -4.6109
H 2.3905 3.7607 -4.2157
H 3.1338 4.1153 -1.7957
H 2.5678 2.8116 -0.6875
H 3.5816 2.4230 -2.0322
H -0.3397 7.1142 -2.8725
H 0.5260 6.2610 -1.4790
H 1.4147 6.6443 -3.0344
H -0.4783 4.1788 -5.0591
H 0.4531 5.7177 -5.1746
H -1.2567 5.8324 -4.6005
C 3.5133 -1.4055 -1.2813
C 2.2129 -1.0186 -1.9679
N 1.0678 -0.8296 -1.0398
C 0.5947 -2.0728 -0.4778
C -0.2222 -2.9868 -1.4469
C 1.4053 0.1447 -0.0518
C 0.1955 0.7780 0.5780
H 3.3980 -2.1777 -0.5335
H 3.9851 -0.6080 -0.7095
H 4.2774 -1.7352 -2.0268
H 2.4024 -0.0819 -2.5287
H 2.0354 -1.7577 -2.7233
H -0.0531 -1.7703 0.3444
H 1.4642 -2.6127 -0.1130
H -0.8326 -3.6425 -0.8194
H 0.4577 -3.6860 -2.0336
H -0.8568 -2.4746 -2.2202
H 2.0990 -0.2718 0.7579
H 1.9332 0.9542 -0.5663
H 0.4850 1.7336 0.9513
H -0.5131 1.0885 -0.2347
H -0.3522 0.1755 1.2779
```

F_max ... 4.19 eV/Å
Calculated total energy ... -6034.46691 a.u.
SMILES ... CN(C)P(=O)(N(C)C)N(C)C.CN(C)P(=O)(N(C)C)N(C)C.CN(C)P(=O)(N(C)C)N(C)C.CN(C)P(=O)(N(C)C)N(C)C.CN(C)P(=O)(N(C)C)N(C)C.CN(C)P(=O)(N(C)C)N(C)C.CN(C)P(=O)(N(C)C)N(C)C.CCN(CC)CC
Orbital gap ... 8.50 eV
HOMO ... -8.22 eV
Spin multiplicity ... 1
M ... 1355.62 g/mol


(3)
ORCA calculation (ωB97M-V/def2-TZVPD) on the molecule C4H9N in a non-equilibrium geometry.

XYZ file:
```
14
Properties=species:S:1:pos:R:3
C -1.8288 0.3803 -0.4211
C -0.4933 0.4639 0.4483
C -0.0967 -0.9231 0.8616
N 0.6753 -0.1748 -0.0607
C 2.0399 0.0869 -0.4261
H -2.7255 0.2420 0.2125
H -1.9438 1.3066 -0.9711
H -1.9418 -0.4234 -1.1865
H -0.3892 1.3604 1.0792
H -0.8892 -1.4755 0.3517
H 0.2858 -1.2918 1.8183
H 2.7342 0.5099 0.3264
H 2.4885 -0.8499 -0.7837
H 2.0222 0.7773 -1.2775
```

F_max ... 1.63 eV/Å
Calculated total energy ... -212.46534 a.u.
SMILES ... C[C@H]1CN1C
Relative energy (zero: lowest compared OMol25 entry of this formula, charge and spin) ... 53.9 kcal per mole
Orbital gap ... 9.06 eV
HOMO ... -7.91 eV
Spin multiplicity ... 1
M ... 71.12 g/mol


(4)
ORCA calculation (ωB97M-V/def2-TZVPD) on the molecule C20H21N3O4S.

XYZ file:
```
49
Properties=species:S:1:pos:R:3
C -7.1460 -0.5872 0.1492
O -5.9761 -0.8736 -0.5783
C -4.8826 -0.0875 -0.3903
C -3.7611 -0.4056 -1.1597
C -2.5972 0.3220 -1.0505
C -2.5124 1.3810 -0.1478
N -1.3518 2.1519 0.0008
C -0.0372 1.8020 -0.1204
O 0.8235 2.6589 -0.1325
C 0.2665 0.3522 -0.2205
C -0.1097 -0.5589 0.6886
C -0.8850 -0.2885 1.9374
N 0.2352 -1.8900 0.5032
C 0.7753 -2.3652 -0.6531
S 1.0205 -3.9839 -0.8510
N 1.0485 -1.4658 -1.6138
C 1.1760 -0.0351 -1.3701
C 2.6101 0.3547 -1.0751
C 3.2347 1.3638 -1.7856
C 4.5460 1.7078 -1.5068
C 5.2498 1.0378 -0.5218
O 6.5391 1.3685 -0.2585
C 4.6205 0.0083 0.2003
O 5.4115 -0.5973 1.1500
C 4.8582 -1.6537 1.8942
C 3.3084 -0.3194 -0.0763
C -3.6360 1.7113 0.6005
C -4.8115 0.9902 0.4857
H -7.5269 0.4133 -0.0794
H -6.9816 -0.6768 1.2280
H -7.8769 -1.3302 -0.1652
H -3.8332 -1.2290 -1.8518
H -1.7546 0.0731 -1.6744
H -1.4955 3.1342 0.2038
H -0.4480 -0.8405 2.7686
H -0.8752 0.7691 2.1793
H -1.9197 -0.6110 1.8183
H -0.0497 -2.5804 1.1820
H 1.5305 -1.8301 -2.4228
H 0.8555 0.4879 -2.2811
H 2.6951 1.8972 -2.5522
H 5.0428 2.4967 -2.0473
H 6.8528 0.7969 0.4558
H 5.6522 -1.9965 2.5557
H 4.5437 -2.4785 1.2473
H 4.0074 -1.3152 2.4942
H 2.8170 -1.1051 0.4747
H -3.5925 2.5461 1.2850
H -5.6603 1.2802 1.0840
```

F_max ... 0.70 eV/Å
Calculated total energy ... -1638.16733 a.u.
SMILES ... COc1ccc(NC(=O)C2=C(C)NC(=S)N[C@@H]2c2ccc(O)c(OC)c2)cc1
Relative energy (zero: lowest compared OMol25 entry of this formula, charge and spin) ... 44.1 kcal per mole
Orbital gap ... 8.49 eV
HOMO ... -7.97 eV
Spin multiplicity ... 1
M ... 399.47 g/mol


(5)
ORCA calculation (ωB97M-V/def2-TZVPD) on the molecule C5H6BrNO2S in a non-equilibrium geometry.

XYZ file:
```
16
Properties=species:S:1:pos:R:3
C 1.5424 -1.5274 -0.2552
C 0.6948 0.1826 1.3560
C -0.7651 -0.2269 0.9500
C -0.7469 0.1688 -1.8917
C 1.6232 -0.2749 0.3151
N 1.2299 -2.5169 -0.7327
O -0.8157 2.0969 -0.2260
O -2.8448 0.7150 -0.3601
S -1.4161 0.7911 -0.4061
Br 3.1343 0.8381 -0.0206
H 0.7975 1.2774 1.4335
H 0.8857 -0.4268 2.2768
H -0.8524 -1.3965 0.7494
H -1.4892 0.1275 1.6776
H -0.1109 0.9599 -2.4290
H -0.8668 -0.7878 -2.4369
```

F_max ... 2.67 eV/Å
Calculated total energy ... -3371.39318 a.u.
Relative energy (zero: lowest compared OMol25 entry of this formula, charge and spin) ... 80.1 kcal per mole
Orbital gap (spin up / spin down) ... 7.63 / 8.46 eV
HOMO (spin up / spin down) ... -9.22 / -10.27 eV
Spin multiplicity ... 1
M ... 224.08 g/mol


(6)
ORCA calculation (ωB97M-V/def2-TZVPD) on a structure of composition C36H99IN9O9Tl in a non-equilibrium geometry.

XYZ file:
```
155
Properties=species:S:1:pos:R:3
Tl 1.5778 -3.9332 1.7280
I 0.2024 -0.3456 0.6683
C 4.1312 -1.1006 -1.6675
C 4.7020 -1.2756 -0.3391
C 5.2121 0.0413 0.3002
O 5.7691 -0.3515 1.5363
C 6.6685 0.5637 2.1189
N 3.6220 -1.7165 0.5581
H 3.1130 -0.7149 -1.6170
H 4.0174 -2.0877 -2.1156
H 4.7022 -0.4610 -2.3405
H 5.5234 -1.9920 -0.3242
H 4.4568 0.7998 0.5060
H 5.9428 0.4820 -0.3780
H 7.6217 0.6929 1.6064
H 6.8131 0.3939 3.1859
H 6.2309 1.5597 2.0514
H 4.0997 -1.5717 1.4361
H 3.0384 -0.8933 0.5148
C 1.5476 -0.9842 -5.0482
C 1.0982 -0.2890 -3.7862
C -0.2308 0.4449 -3.9674
O -0.1442 1.4857 -4.9214
C -1.2779 2.2189 -5.2737
N 0.9738 -1.3322 -2.8775
H 1.9711 -0.4026 -5.8671
H 0.7338 -1.5537 -5.4971
H 2.3272 -1.6932 -4.7696
H 1.8834 0.2834 -3.2924
H -0.5061 0.9963 -3.0684
H -1.0132 -0.2765 -4.2033
H -1.0661 2.7639 -6.1936
H -1.5958 2.9089 -4.4921
H -2.1464 1.6273 -5.5632
H 0.7762 -0.9473 -1.9649
H 0.0929 -1.7788 -3.0892
C -0.9775 -1.6720 4.6801
C -1.1112 -3.2400 4.6000
C -2.0099 -3.7773 3.4234
O -1.3664 -3.5636 2.1659
C -2.2761 -3.4040 1.1143
N 0.2720 -3.8379 4.5584
H -1.9544 -1.2001 4.5748
H -0.3889 -1.2865 3.8476
H -0.4536 -1.3316 5.5733
H -1.5122 -3.5130 5.5761
H -3.0154 -3.3935 3.5955
H -2.1106 -4.8616 3.4713
H -2.7305 -2.4134 1.1277
H -3.1278 -4.0838 1.0890
H -1.6874 -3.5357 0.2064
H 0.7203 -3.1411 5.1358
H 0.2160 -4.6151 5.2009
C 2.1912 -4.5132 -3.4240
C 2.0581 -4.9274 -1.9352
C 3.3424 -5.0932 -1.2575
O 3.2443 -5.6004 0.0889
C 3.3609 -7.0502 0.1422
N 1.3220 -3.8812 -1.3145
H 2.8491 -3.6446 -3.4531
H 1.2008 -4.2059 -3.7598
H 2.4717 -5.2772 -4.1490
H 1.4777 -5.8501 -1.9361
H 3.9309 -4.1774 -1.3128
H 4.0182 -5.7626 -1.7898
H 3.0703 -7.4775 1.1019
H 4.3986 -7.3103 -0.0671
H 2.7531 -7.4545 -0.6672
H 0.4160 -4.0108 -1.7416
H 1.5619 -3.1247 -1.9391
C -5.5271 2.0650 0.3659
C -4.7125 0.7310 0.4103
C -3.8188 0.5397 -0.8491
O -4.5372 0.4420 -2.0664
C -3.6399 0.3790 -3.1751
N -3.9338 0.8768 1.6267
H -6.2537 2.0151 -0.4451
H -5.0429 3.0304 0.2183
H -6.0000 2.0810 1.3478
H -5.4056 -0.0977 0.5554
H -3.1036 -0.2759 -0.7427
H -3.1690 1.4138 -0.8908
H -4.2106 0.2513 -4.0950
H -2.9674 -0.4675 -3.0359
H -3.0327 1.2832 -3.2173
H -3.0978 0.3101 1.6217
H -3.5432 1.8062 1.5661
C -1.7590 -4.7100 -4.8039
C -2.0902 -3.7995 -3.6349
C -3.6178 -3.7938 -3.2330
O -3.7325 -3.0351 -2.0251
C -5.0077 -2.6205 -1.6571
N -1.2011 -4.1098 -2.4881
H -2.1643 -4.2101 -5.6836
H -2.2511 -5.6689 -4.6415
H -0.7117 -4.8697 -5.0605
H -1.8738 -2.7692 -3.9174
H -4.0701 -4.7781 -3.1116
H -4.1120 -3.3082 -4.0744
H -5.7546 -3.4104 -1.5775
H -5.3765 -1.9452 -2.4292
H -4.8678 -2.0498 -0.7390
H -1.4241 -5.0511 -2.1978
H -1.7042 -3.5864 -1.7859
C 1.5366 5.0977 -0.2216
C 1.1673 3.6770 -0.6957
C 2.3823 2.8388 -0.9005
O 3.1033 3.4244 -1.9224
C 4.3138 2.7109 -2.3082
N 0.2288 3.2186 0.2772
H 2.3782 5.0432 0.4689
H 0.7128 5.6148 0.2703
H 1.8344 5.6327 -1.1234
H 0.7254 3.7898 -1.6856
H 2.0781 1.8483 -1.2387
H 3.0727 2.8679 -0.0576
H 4.9544 2.4379 -1.4696
H 4.9389 3.2826 -2.9940
H 3.9797 1.7274 -2.6387
H 0.6107 3.1224 1.2073
H -0.1543 2.3087 0.0642
C -4.0505 4.8051 2.8692
C -2.7725 5.0157 2.0493
C -1.7260 5.9105 2.7969
O -1.8595 7.2759 2.8532
C -2.1115 7.8977 1.6318
N -2.2578 3.6631 1.7819
H -3.8131 4.3179 3.8149
H -4.8581 4.2805 2.3586
H -4.5149 5.7560 3.1307
H -3.0619 5.4664 1.1000
H -0.7603 5.7406 2.3208
H -1.7769 5.5035 3.8068
H -2.0982 8.9736 1.8059
H -3.1071 7.6839 1.2429
H -1.3523 7.7151 0.8713
H -1.5912 3.6345 1.0236
H -1.6228 3.4355 2.5336
C 1.8981 3.9992 3.6319
C 2.0456 3.0027 4.7853
C 0.9383 1.9704 4.7004
O -0.3073 2.5807 4.7652
C -1.3491 1.6677 4.6273
N 3.2927 2.3479 4.7451
H 2.6859 4.7401 3.7685
H 0.9302 4.4851 3.5094
H 2.0842 3.3968 2.7428
H 1.8540 3.5695 5.6965
H 1.1838 1.2681 5.4970
H 1.0959 1.4982 3.7308
H -1.2616 0.8165 5.3025
H -1.3435 1.2323 3.6281
H -2.3254 2.1452 4.7114
H 3.1574 1.4201 5.1204
H 3.5852 2.1431 3.8003
```

F_max ... 3.32 eV/Å
Calculated total energy ... -3070.26435 a.u.
Orbital gap ... 2.51 eV
HOMO ... -13.39 eV
Spin multiplicity ... 1
M ... 1133.53 g/mol
Charge ... +2


(7)
ORCA calculation (ωB97M-V/def2-TZVPD) on the molecule C2H6N2O in a non-equilibrium geometry.

XYZ file:
```
11
Properties=species:S:1:pos:R:3
C 0.9947 -0.8668 -1.2301
C -1.2426 0.9821 0.9781
N -0.0209 -0.0367 -0.7649
N -0.1426 0.0485 0.5821
O 0.6517 -0.4293 1.3392
H 1.8423 -0.8736 -0.6367
H 1.3486 -0.5961 -2.2749
H 0.7264 -1.9702 -1.3653
H -0.6222 1.8828 1.3009
H -1.7860 0.6852 1.9071
H -1.7494 1.1742 0.1645
```

F_max ... 7.37 eV/Å
Expectation value of S² ... 2.01
Calculated total energy ... -264.33560 a.u.
Relative energy (zero: lowest compared OMol25 entry of this formula, charge and spin) ... 24.0 kcal per mole
Orbital gap (spin up / spin down) ... 7.90 / 8.44 eV
HOMO (spin up / spin down) ... -6.77 / -10.10 eV
Spin multiplicity ... 3
M ... 74.08 g/mol